P) DFT (ωB97M-V/def2-TZVPD) results for a 2-piece molecular cluster, C4H11NO3 overall.

Output
SMILES string: N[C@@H](CO)CC=O.O
Charge: 0
Gap between HOMO and LUMO, eV: 10.486

Geometry (Å):
H 0.199 -0.095 2.349
H 1.566 -1.239 -1.151
H 2.328 1.290 0.808
C -1.588 0.174 0.281
H 0.591 1.171 -1.587
H -1.939 0.210 1.401
H -2.103 -1.330 -1.425
C -0.096 0.374 0.185
H 0.320 -0.748 -0.162
C 0.500 0.698 1.577
H 0.245 1.690 1.771
H -0.257 2.164 -0.742
H -2.069 0.938 -0.351
C -1.891 -1.252 -0.291
O 1.920 0.592 1.417
O 1.785 -1.519 -1.999
O -1.802 -2.106 0.540
H 1.866 -2.511 -1.996
N 0.425 1.499 -0.624

Results of the Mulliken charge analysis, in e, for atoms 1 through 4: 0.349 0.459 0.333 -0.703

Q) DFT (ωB97M-V/def2-TZVPD) results for a 2-piece molecular cluster, C4H11NO3 overall.

Output
SMILES string: CN(C)CC(=O)O.O
Charge: 0
Gap between HOMO and LUMO, eV: 9.591

Geometry (Å):
C 0.815 0.791 -1.306
C 0.562 0.082 1.495
H -1.651 -1.233 1.894
O 1.171 2.031 -1.740
H 1.416 -2.033 -1.527
O 0.624 -2.564 -1.439
H -2.473 0.223 1.393
C -0.442 0.979 -0.463
H -2.350 -0.978 0.302
H 0.915 -0.893 1.951
H 0.265 0.605 2.489
C -1.790 -0.510 1.040
H -1.343 0.892 -1.187
H -0.233 1.837 0.055
O 1.653 -0.059 -1.410
H 1.864 2.179 -2.435
N -0.524 -0.127 0.510
H 1.411 0.729 1.223
H 0.110 -1.952 -0.844

Results of the Mulliken charge analysis, in e, for atoms 1 through 4: 0.477 -1.054 0.311 -0.491

Going by the energies, Q) is most stable and the next is 17.9 kcal/mol up.

P) DFT (ωB97M-V/def2-TZVPD) results for a 2-piece molecular cluster, C4H11NO3 overall.

Output
SMILES string: C[C@@H](CO)NC=O.O
Charge: 0
Gap between HOMO and LUMO, eV: 10.690

Geometry (Å):
H 1.744 -1.126 -3.018
H 2.163 -1.075 -1.277
H -0.994 1.965 6.287
O -1.535 -1.890 -0.167
H 0.141 2.538 5.312
N -0.579 0.665 -1.624
H 0.199 -2.615 -0.720
H 1.850 0.309 -2.087
C -0.449 1.397 -0.483
H -0.773 1.009 -2.546
C 1.466 -0.725 -2.043
O 0.177 1.019 0.487
H -0.700 -1.234 -2.415
H 0.442 -1.213 0.312
O -0.069 2.192 6.163
H -1.010 2.331 -0.427
C -0.049 -0.698 -1.732
C -0.176 -1.610 -0.475
H -1.847 -1.239 0.454

Results of the Mulliken charge analysis, in e, for atoms 1 through 4: 0.338 0.360 0.320 -0.545

Q) DFT (ωB97M-V/def2-TZVPD) results for a 2-piece molecular cluster, C4H11NO3 overall.

Output
SMILES string: O=C(O)NO.CCC
Charge: 0
Gap between HOMO and LUMO, eV: 9.795

Geometry (Å):
O 2.239 -0.682 -0.445
C -1.212 -0.073 0.326
N 1.365 1.346 0.179
C 1.711 0.001 0.407
H -1.998 0.143 1.062
H 2.019 -1.161 1.874
H -0.874 -2.022 1.231
H -0.237 -1.847 -0.423
H -1.943 -2.057 -0.171
C -1.621 0.521 -1.019
H 1.447 2.057 0.895
H 2.163 1.071 -1.513
H -0.784 0.432 -1.711
H -1.856 1.579 -0.909
H -2.507 0.033 -1.427
C -1.054 -1.586 0.250
H -0.344 0.646 0.735
O 1.743 -0.244 1.737
O 1.744 1.843 -1.079

Results of the Mulliken charge analysis, in e, for atoms 1 through 4: -0.624 0.191 -0.121 0.548

Going by the energies, P) is most stable and the next is 26.4 kcal/mol up.

P) DFT (ωB97M-V/def2-TZVPD) results for a 2-piece molecular cluster, C2H4NO2 overall.

Output
Charge: +1
Gap between HOMO and LUMO (alpha / beta), eV: 9.905 / 9.904

Geometry (Å):
H -0.760 1.169 -1.753
H -1.629 1.671 -0.219
H 0.791 -1.632 -0.006
N -0.835 1.137 -0.733
O -0.384 0.004 -0.112
C 0.434 -0.792 -0.641
O 4.309 0.113 0.320
C 3.291 -0.279 0.054
H 0.676 -0.624 -1.685

Results of the Mulliken charge analysis, in e, for atoms 1 through 4: 0.284 0.321 0.374 -0.336

Q) DFT (ωB97M-V/def2-TZVPD) results for an isolated ion of composition C2H4NO2 and charge +1.

Output
SMILES string: C[C@@H]1O[N+]1=O
Charge: +1
Gap between HOMO and LUMO, eV: 11.271

Geometry (Å):
C -1.060 -0.172 -0.311
H -1.772 0.589 0.013
O 1.262 1.066 -0.206
H -1.340 -1.118 -0.104
H -0.961 -0.179 -1.318
H -0.133 0.658 1.410
O 2.375 -0.890 -0.020
C 0.169 0.225 0.442
N 1.460 -0.179 0.094

Results of the Mulliken charge analysis, in e, for atoms 1 through 4: -1.059 0.313 -0.163 0.396

Going by the energies, P) is most stable and the next is 53.3 kcal/mol up.

P) DFT (ωB97M-V/def2-TZVPD) results for a 2-piece molecular cluster, C3H7O2S overall.

Output
Charge: -1
Gap between HOMO and LUMO, eV: 5.728

Geometry (Å):
H -2.355 -0.057 0.690
H -2.382 -1.082 -0.675
H 3.338 4.332 -2.675
H -1.323 -2.761 0.240
C 0.043 -2.052 1.481
H 3.281 5.544 -1.807
C -1.339 -1.946 0.975
O 0.355 -2.992 2.190
O 3.634 5.251 -2.657
C -1.713 -0.705 0.102
S -0.334 0.151 -0.696
H -2.096 -2.228 1.691
H 0.891 -1.454 1.140

Results of the Mulliken charge analysis, in e, for atoms 1 through 4: 0.220 0.185 0.338 0.155

Q) DFT (ωB97M-V/def2-TZVPD) results for a 2-piece molecular cluster, C3H7O2S overall.

Output
Charge: -1
Gap between HOMO and LUMO, eV: 7.354

Geometry (Å):
H -0.660 0.235 -1.157
H 0.719 1.720 0.762
H -0.168 1.228 2.290
H 0.129 0.138 0.841
O 2.623 -2.860 -0.566
C -1.689 0.560 -0.977
H 1.815 -1.792 0.899
C 1.957 -1.873 -0.215
S -1.673 1.653 0.477
C -0.081 1.143 1.213
H -2.040 1.126 -1.834
O 1.410 -0.964 -0.875
H -2.342 -0.312 -0.859

Results of the Mulliken charge analysis, in e, for atoms 1 through 4: 0.153 0.260 0.323 0.039

Going by the energies, Q) is most stable and the next is 23.1 kcal/mol up.

P) DFT (ωB97M-V/def2-TZVPD) results for a 2-piece molecular cluster, C3H7O2S overall.

Output
Charge: -1
Gap between HOMO and LUMO, eV: 7.531

Geometry (Å):
S -0.741 2.137 1.464
H -2.407 0.854 -0.683
O 1.888 -1.278 0.737
C -0.370 0.856 0.191
H 0.370 0.058 0.351
H 0.074 1.460 -0.600
H 2.604 -2.573 -0.621
C -1.640 0.151 -0.350
H 0.488 2.284 2.012
O 1.323 -1.278 -1.455
H -1.529 -0.575 -1.154
H -1.971 -0.378 0.543
C 1.911 -1.717 -0.436

Results of the Mulliken charge analysis, in e, for atoms 1 through 4: -0.333 0.337 -0.718 -0.001

Q) DFT (ωB97M-V/def2-TZVPD) results for a 2-piece molecular cluster, C3H7O2S overall.

Output
Charge: -1
Gap between HOMO and LUMO, eV: 7.671

Geometry (Å):
H 2.949 2.076 2.740
C 0.719 1.047 0.796
H 4.206 3.519 -0.707
H 2.803 3.352 0.394
O 0.787 2.154 1.393
H -0.316 0.654 0.647
H 3.469 1.909 -0.432
C 3.880 1.570 2.433
H 4.459 1.319 3.338
C 3.731 2.868 0.046
O 1.637 0.315 0.340
H 3.616 0.633 1.914
S 4.898 2.633 1.397

Results of the Mulliken charge analysis, in e, for atoms 1 through 4: 0.208 -0.105 0.308 0.208

Going by the energies, Q) is most stable and the next is 7.3 kcal/mol up.